# 1
Formula: C9H24FInN2O2P
Source: OMol25
Level of theory: the ωB97M-V functional and the def2-TZVPD basis

Geometry as ORCA input:
```
! RIJCOSX wB97M-V def2-TZVPD def2/J DEFGRID3
* xyz -1 1
H 0.58218 -3.87597 0.20728
H 1.96006 2.01171 -1.02267
H 2.60055 3.93212 3.20063
C -0.04728 3.42722 0.92446
C -0.04482 -3.09142 0.70027
C -3.29190 -3.12072 -0.82225
H 3.72314 -1.96179 -2.27038
H 0.66107 -2.55384 1.37978
H 0.87167 0.66052 -0.41987
H -1.58961 -4.62072 1.07151
H -0.45619 4.37465 1.35943
H -2.51589 -1.55399 -2.09888
F 0.62626 -2.18653 -3.96789
H -0.72715 -4.09381 2.60974
H -1.93671 -3.04275 1.78416
C -1.11255 -3.77961 1.62102
H -0.83601 2.65416 1.10205
C -2.09351 -2.44737 -1.57838
H 2.93336 -3.01477 -1.25479
H -4.13650 -3.22539 -1.54090
H 1.76639 5.22971 2.29927
H -1.68225 -3.10059 -2.37716
C 1.04037 1.41011 -1.22487
C -0.15540 2.42698 -1.29411
H 2.11236 3.11854 0.91677
In 1.18557 -1.29992 -2.14319
H -1.09000 1.94621 -0.90658
H -2.98843 -4.16177 -0.57071
N 0.14691 3.67201 -0.52430
N 3.07887 -2.03295 -1.48417
C 1.62937 4.22582 2.75296
H 0.80742 4.21939 3.49802
C 1.29611 3.13804 1.67306
P -0.71235 -1.78488 -0.47947
H 0.49852 1.37957 2.06458
H -3.63934 -2.56337 0.06659
H -0.61712 4.29797 -0.77761
O 1.20109 0.76241 -2.48417
O 1.26748 1.87501 2.35432
H -0.31571 2.75002 -2.34357
*
```

- Gap between HOMO and LUMO: 7.25 eV
- Maximum force: 1.5 eV/A
- Energy relative to the best compared isomer or geometry (same formula, charge and spin): 0.970 eV
- HOMO energy: -4.235 eV

# 2
Formula: C5H10NO
Source: OMol25
Level of theory: the ωB97M-V functional and the def2-TZVPD basis

Geometry as ORCA input:
```
! RIJCOSX wB97M-V def2-TZVPD def2/J DEFGRID3
* xyz 1 3
C 0.80589 -0.17714 -0.32403
H -1.25164 -1.10016 -1.30996
C 1.91921 -1.11154 0.26870
O -0.32679 -0.50901 0.44012
C -2.33382 0.67235 -0.32867
H -1.91384 -1.45069 0.36766
H -1.69190 1.42981 0.10049
H 1.49135 -2.06741 0.19109
H -2.46528 0.88057 -1.37694
H -3.26206 0.55531 0.27400
H 2.15668 -0.84714 1.40102
H 2.76473 -0.93451 -0.37728
N 1.19760 1.20103 0.06043
H 2.16550 2.56663 1.53811
C 1.71658 1.90933 0.80656
C -1.54685 -0.66339 -0.31496
H 0.57464 -0.35406 -1.41634
*
```

- Gap between HOMO and LUMO (spin up / spin down): 7.02 / 6.74 eV
- Maximum force: 8.9 eV/A
- Energy relative to the best compared isomer or geometry (same formula, charge and spin): 4.080 eV
- HOMO energy (spin up / spin down): -9.886 / -16.049 eV

# 3
Formula: C2H9N4O
Source: OMol25
Level of theory: the ωB97M-V functional and the def2-TZVPD basis

Geometry as ORCA input:
```
! RIJCOSX wB97M-V def2-TZVPD def2/J DEFGRID3
* xyz 1 1
N -1.99853 2.71129 -0.33161
H -2.69009 2.06026 -0.05668
O 1.65059 -1.26195 -0.35384
C 0.17959 1.83526 0.01380
H 1.79886 1.93650 1.12570
H -2.29506 3.28036 -1.29594
H -0.21176 -1.32123 -1.13002
N -0.79676 2.26061 -0.38758
H 1.85040 -2.18031 -0.17074
H 1.69509 0.70216 -0.12061
H 0.20959 -2.36751 1.54115
C -0.13069 -2.42968 0.52575
H 0.34490 -3.23643 -0.13099
N 1.33573 1.51206 0.29605
H -1.21158 -2.35223 0.70147
N 0.26972 -1.14916 -0.22592
*
```

- Gap between HOMO and LUMO: 10.33 eV
- Maximum force: 5.8 eV/A
- Energy relative to the best compared isomer or geometry (same formula, charge and spin): 6.727 eV
- HOMO energy: -13.454 eV

# 4
Formula: C26H62N2O15
Source: OMol25
Level of theory: the ωB97M-V functional and the def2-TZVPD basis

Geometry as ORCA input:
```
! RIJCOSX wB97M-V def2-TZVPD def2/J DEFGRID3
* xyz 0 1
H -0.76052 0.21392 8.52584
H 1.45278 4.41215 -6.07993
H 6.67903 -6.81110 -0.10280
C 0.95062 3.92687 -1.73531
H -0.77075 4.35978 1.81295
H 0.07616 5.40934 -5.43780
H 8.29495 -7.18475 -1.77082
C -0.99601 -0.52984 2.05163
N 0.44026 4.63115 -2.91201
H 0.63559 2.88514 -1.79576
H 0.37467 3.12784 -4.40524
H 9.58816 -1.55244 -4.00115
H 7.14702 -1.88121 -3.61967
C -5.14079 -0.49801 5.08399
H -3.09731 -1.25525 5.52509
H 1.12452 4.21388 0.41330
C -4.85112 2.97032 -2.17205
H -3.65538 -4.03869 -0.27046
H -3.24734 -5.72231 0.10459
C 0.97204 3.98492 -4.09431
C -7.51554 -0.77147 -3.22335
H 4.13900 -1.72502 0.47603
H 7.43674 -6.24479 -2.99124
O 6.00072 -0.93457 -0.00484
H -4.37702 -2.28716 5.96093
H -4.90931 0.55696 4.93712
H -3.28867 -1.33020 7.78275
H 0.80864 5.56170 -2.77609
H -5.49185 0.62086 2.66007
O -4.01142 -1.07993 -3.49726
C -5.84230 -0.39924 2.81721
H 9.66844 -0.53040 -2.57716
C -4.34027 1.48960 -2.35455
H 3.27784 5.90744 -6.58209
H 5.00998 -0.79446 1.73723
C 4.74276 -0.84108 0.68152
O -6.20493 -1.18962 -3.51640
H -3.25322 0.78564 8.55324
H -3.48897 1.53190 -3.03397
H 1.96521 3.61086 -3.84574
H -5.79032 -0.86139 1.83140
H 1.87693 6.96818 -6.85083
O -4.60181 -4.89930 1.33987
C 6.10916 -0.67607 -1.30617
H -5.00509 -4.04021 1.48458
H -4.34559 1.37725 7.27235
C 9.18091 -1.40865 -3.00036
O -1.23209 0.43078 6.49182
H 3.15604 7.52464 -5.82421
O 5.26028 -0.18814 -1.99663
C 6.32459 -6.69752 -1.12728
H -7.68304 -0.38988 -2.21615
C 4.40710 -5.38571 -1.94544
H 0.43344 5.58439 -0.37146
H -3.96308 1.08956 -1.41338
C -1.47627 4.45181 0.98719
C 2.60715 6.62926 -6.11598
O -5.08725 -1.11580 3.82857
H 7.95485 -5.45131 -1.46015
H -2.42850 3.95878 1.18279
H 1.77182 -3.39978 -1.38731
C 7.58712 -6.36917 -1.91885
H -7.82714 -0.00659 -3.93466
H -8.26625 -1.55289 -3.34134
O -0.89776 3.97107 -0.20267
C 0.46285 4.49533 -0.40590
O 5.36528 -5.67102 -1.01215
H 2.03865 3.94042 -1.79929
H -1.70357 -1.35412 2.14117
C -3.50402 0.72110 7.49445
C -2.41687 1.15099 6.51344
O -5.37531 0.77783 -2.99190
H -4.06034 3.61619 -1.79046
H -2.14422 2.15789 6.82956
H -5.70909 2.93029 -1.50095
O 1.97766 6.09484 -4.93643
C -4.06144 -5.00003 0.04423
H 4.24309 0.09178 0.42036
H -6.18846 -0.54826 5.38056
O 3.51871 -4.53671 -1.36678
H -4.72931 -5.36618 -0.73551
H -0.33231 1.77595 7.82731
H -6.89834 -0.22409 3.02262
H -1.64976 5.51748 0.83765
N -3.89147 -0.67572 7.30484
O 0.07418 -0.80907 2.95803
C -4.11155 -1.23064 5.92360
H -2.78486 1.32919 5.50303
H 9.52122 -2.23429 -2.37538
H -0.12005 -0.49403 3.84382
C -0.38856 0.70596 7.62716
H 1.99755 -4.59427 -2.73068
H -1.44042 0.43216 2.30688
C -5.10644 -0.49683 -3.39325
C 2.48323 -3.90234 -2.04261
H -5.25255 3.39190 -3.09359
O 7.24544 -1.18117 -1.66931
H 0.60008 0.33238 7.36044
C 7.67297 -1.12101 -3.04210
O 4.46115 -5.75960 -3.09921
H 2.85036 -3.09550 -2.67691
H -0.54790 -0.43351 1.06269
C 1.05233 4.96964 -5.23321
H 7.33077 -0.17060 -3.45165
H 5.91367 -7.67388 -1.38415
*
```

- Gap between HOMO and LUMO: 8.74 eV
- Maximum force: 3.6 eV/A
- SMILES string: CCOC(=O)OC.CCOC(=O)OC.CCOC(=O)OC.COCCNCCOC.COCCNCCOC.CO.CO
- HOMO energy: -8.466 eV

# 5
Formula: C2H5N3S2
Source: OMol25
Level of theory: the ωB97M-V functional and the def2-TZVPD basis

Geometry as ORCA input:
```
! RIJCOSX wB97M-V def2-TZVPD def2/J DEFGRID3
* xyz 0 1
N 1.27239 0.03082 0.38760
C 2.23298 0.30488 -0.43109
H -1.15835 -0.13283 1.73526
H 1.98556 0.60949 -1.44479
C -1.04650 -0.57688 0.71242
S -2.07056 0.03055 -1.75646
N 0.08361 -0.42131 -0.12087
H -2.94313 0.94102 -1.48716
N -1.20387 0.37539 -0.31692
S 1.51198 -0.20136 2.04834
H -1.67433 -1.56845 0.54390
H 3.01022 0.60867 0.12976
*
```

- Gap between HOMO and LUMO (spin up / spin down): 7.86 / 7.85 eV
- Maximum force: 3.7 eV/A
- SMILES string: C=[N+]([S-])N1CN1S
- Energy relative to the best compared isomer or geometry (same formula, charge and spin): 6.727 eV
- HOMO energy (spin up / spin down): -8.257 / -8.256 eV

# 6
Formula: C32H70F8InN2O46S12
Source: OMol25
Level of theory: the ωB97M-V functional and the def2-TZVPD basis

Geometry as ORCA input:
```
! RIJCOSX wB97M-V def2-TZVPD def2/J DEFGRID3
* xyz 0 2
C 29.36797 19.98871 -9.79476
H 26.75911 27.54705 -8.52567
C 34.75340 21.22937 -14.87892
O 34.55787 21.61201 -7.46219
H 28.42791 27.98814 -12.49794
C 34.48377 29.63685 -9.34964
O 34.78403 26.95103 -13.27268
C 34.34651 22.03263 -13.67031
O 24.42508 25.16716 -15.26987
O 27.80283 30.85009 -12.38272
C 28.88385 18.96611 -8.77343
H 35.63805 26.32366 -11.96700
C 31.47692 23.24170 -6.76999
C 27.12536 23.09162 -13.81755
O 28.90606 23.17991 -11.38124
H 32.01154 27.08761 -8.70813
H 33.69420 26.70113 -10.94179
H 22.54267 21.37852 -9.86496
O 31.66848 28.65903 -15.33823
H 31.56677 26.78980 -19.41255
O 29.73818 29.95050 -11.04690
C 25.20545 27.00158 -16.32644
O 20.91108 24.47499 -11.83337
H 31.87681 28.08816 -18.21569
F 32.62351 23.66217 -11.68075
C 36.20513 24.58029 -11.56100
C 23.16490 22.35140 -11.63475
O 30.14634 31.81606 -12.73316
H 35.09577 21.76601 -12.92491
C 27.27018 24.04419 -8.94249
O 30.25600 22.51781 -6.94308
O 23.30652 23.71058 -11.93420
H 26.08228 27.43449 -15.84494
O 24.06534 27.43503 -15.65141
O 29.24824 22.40525 -17.25040
C 25.21656 25.49613 -16.33222
C 37.26845 23.97729 -12.57973
O 34.53683 22.98096 -9.47410
O 34.41216 24.17627 -7.08466
H 24.07179 17.13466 -14.68803
O 26.20372 20.63577 -9.32852
H 31.99912 23.07684 -7.71245
H 37.65204 25.18349 -14.00845
H 35.63318 28.25008 -10.54382
H 31.83584 28.23739 -9.99820
C 27.11692 29.75186 -12.87539
H 34.30912 29.04016 -11.42317
N 32.81365 26.32323 -14.71817
S 22.20278 24.52051 -11.11286
O 25.80265 19.72838 -13.98427
H 30.17331 19.57597 -10.40237
O 36.55263 23.16480 -7.90479
C 23.01855 22.31113 -10.16808
H 26.54492 29.36887 -12.03027
H 33.40608 26.48656 -17.89164
H 32.18478 22.79036 -6.07477
H 24.09355 17.63697 -12.93714
C 26.29145 24.70047 -9.93698
F 31.43007 25.37416 -12.02591
H 25.95598 26.51827 -7.25187
O 26.98250 18.57637 -15.79039
H 24.41050 19.25680 -15.45667
O 29.84221 25.53406 -17.58665
O 36.41454 25.93776 -11.55498
O 30.51583 21.56809 -12.24850
O 22.78481 25.76663 -10.61655
O 24.71206 26.69767 -13.26248
H 28.13595 23.44909 -9.23300
H 29.65059 19.35754 -15.71687
H 29.93114 20.50007 -17.77407
H 22.23702 22.09578 -12.14641
H 35.08197 23.80694 -13.95192
S 33.17992 29.00640 -8.12172
O 33.81769 21.56698 -15.95482
O 33.85412 28.33582 -7.00685
H 34.85548 21.38717 -10.60907
F 31.19715 24.29643 -10.17018
F 34.89546 25.76086 -15.25633
C 26.43877 26.54842 -8.22865
S 26.89573 18.60201 -14.34381
In 31.78066 24.00571 -15.93955
H 31.40626 20.36767 -14.87943
C 31.63517 27.03412 -18.35249
H 28.18155 20.64213 -17.28305
H 29.63288 18.17551 -8.72859
H 25.54640 24.04605 -10.38946
H 38.29821 24.12317 -12.25352
H 35.18842 24.31984 -11.85521
O 32.06457 28.21496 -12.92027
O 25.92621 17.40413 -13.85104
H 28.96083 20.78577 -14.96030
H 29.54999 27.57394 -18.43590
H 29.73822 24.87440 -5.35368
H 23.88642 22.30893 -9.50860
F 27.48021 21.97537 -13.30988
O 30.92337 21.01278 -15.40123
O 28.56752 24.97607 -15.26269
H 33.42669 21.77656 -13.14452
O 22.41523 26.07997 -14.05124
H 30.11167 27.39409 -16.81336
C 24.52818 19.20225 -14.37442
C 31.30402 24.73530 -6.47803
S 28.54014 24.44157 -13.88264
H 26.85120 25.21343 -10.71906
H 30.71313 25.19037 -7.27292
C 31.36030 24.12144 -11.45791
C 28.17667 28.69471 -13.28898
F 26.10800 23.54193 -13.04457
O 34.20741 23.42305 -14.04881
H 24.83616 25.10336 -17.27517
H 32.27706 25.21472 -6.58507
H 36.33152 24.18624 -10.55261
C 29.64564 20.44732 -15.73785
S 34.18084 26.99702 -14.54152
H 27.87797 28.17312 -14.19828
H 34.85894 20.16842 -14.65233
H 34.51087 19.96281 -8.69621
O 28.14717 18.67271 -13.55495
O 32.23756 30.07804 -7.87169
O 37.04137 24.45356 -13.88238
C 33.84419 27.34874 -10.07796
H 26.36233 30.14104 -13.55894
F 26.72061 22.70361 -15.08355
H 24.59595 25.36911 -8.70355
H 35.27213 30.01976 -8.70160
H 34.42106 26.75262 -9.37087
O 25.99821 18.89808 -11.18452
O 29.29911 29.48271 -13.51402
H 29.82773 20.88936 -9.38786
C 34.60073 28.59235 -10.47316
H 25.27767 27.53727 -17.27298
C 33.98940 20.90701 -8.53917
N 29.94835 23.45745 -13.75702
H 33.94144 30.51236 -9.70664
H 33.11741 21.72795 -10.30219
C 34.11756 21.69870 -9.86979
H 32.98625 20.56276 -8.28763
C 29.20360 20.98590 -17.12388
H 35.75539 21.50061 -15.21140
O 30.68840 24.90248 -5.21961
O 29.05086 25.96851 -8.88652
S 29.43846 30.60209 -12.27936
H 26.55178 23.65361 -8.22176
S 26.79372 19.53875 -10.11537
O 22.25568 23.42023 -9.90143
S 35.07499 23.09526 -7.85348
O 28.10303 25.03731 -6.69891
S 30.01097 22.93296 -12.23735
C 32.55741 27.83043 -9.28981
H 37.32107 22.88901 -12.61093
C 24.56193 17.72919 -13.91706
S 27.92668 25.45413 -8.08452
O 28.23115 20.13667 -10.65198
H 23.81049 19.84545 -13.86520
O 32.50343 26.17548 -17.79141
S 23.82047 26.37050 -14.37488
H 34.01737 20.94059 -16.65438
F 30.54231 26.86954 -14.26942
H 26.23736 25.18497 -16.11038
O 28.31500 25.40460 -12.77390
H 29.00826 25.37673 -18.03541
C 25.45278 25.80588 -9.21656
H 28.74650 19.38177 -7.77521
H 29.76709 22.62733 -6.12420
H 24.05717 21.89258 -12.06070
H 28.45658 22.66071 -17.72958
H 25.09151 26.47821 -9.99472
S 31.91563 27.68631 -14.26015
O 27.60085 18.48552 -9.23293
C 30.21191 26.97200 -17.81329
O 34.57515 28.05006 -15.47963
*
```

- Gap between HOMO and LUMO (spin up / spin down): 7.65 / 2.99 eV
- Maximum force: 8.0 eV/A
- HOMO energy (spin up / spin down): -8.939 / -8.939 eV